Formula: C25H28IO10PtSSb
Source: the Open Molecules 2025 dataset
Level of theory: wB97M-V/def2-TZVPD

Geometry as XYZ:
```
67
Properties=species:S:1:pos:R:3:forces:R:3:nbo_charge:R:1
Pt -0.18852 0.06517 -0.12477 -0.969 -0.397 1.183 1.085
O -0.60168 4.13206 0.40471 0.022 -0.110 0.056 -0.607
C -0.73474 2.94430 0.61661 -0.126 0.178 0.130 0.791
O -0.56148 2.03682 -0.29404 0.501 -0.245 -0.403 -0.743
C -1.24163 2.51290 1.99753 0.122 0.034 -0.033 -0.344
C -0.16707 1.87263 2.91143 0.018 0.149 -0.084 0.083
C -0.64302 1.96420 4.36814 0.072 0.113 0.016 -0.427
C -1.72774 0.86244 4.39278 -0.106 -0.089 0.049 -0.431
C -1.65896 0.35351 2.94493 -0.133 0.175 -0.200 0.095
O -0.28438 0.47625 2.64063 0.070 0.023 0.177 -0.510
C -2.34913 1.41415 2.03093 0.004 -0.262 -0.118 -0.370
C -2.93914 0.93114 0.70611 -0.211 0.322 -0.081 0.859
O -4.00089 1.30096 0.29614 0.250 0.053 0.088 -0.552
O -2.30497 -0.09447 -0.01558 0.718 0.637 0.317 -0.869
H -1.60639 3.43252 2.44975 -0.052 -0.042 0.000 0.244
H 0.84790 2.20420 2.70792 -0.013 0.008 0.026 0.231
H 0.17070 1.73680 5.05424 0.000 -0.012 -0.008 0.223
H -1.03254 2.95170 4.61286 0.030 -0.007 -0.001 0.215
H -1.45632 0.05853 5.07522 -0.019 0.002 0.003 0.222
H -2.71555 1.23040 4.67120 0.008 -0.012 -0.013 0.209
H -1.96367 -0.67202 2.79276 -0.088 -0.215 -0.001 0.196
H -3.23850 1.81456 2.51808 0.059 0.019 0.044 0.249
C -3.01597 -3.85631 0.45296 0.200 -0.022 -0.014 -0.970
Sb -3.29058 -1.82054 -0.04150 -0.663 -0.767 -0.389 2.204
C -4.71364 -1.43239 -1.52051 -0.130 -0.120 -0.015 -1.019
C -4.40934 -1.43580 1.73078 -0.089 -0.065 -0.027 -1.064
H -4.01884 -4.28341 0.39154 0.003 -0.001 0.035 0.241
H -2.64762 -3.91757 1.47380 -0.005 0.006 0.017 0.248
H -2.34226 -4.36045 -0.23215 -0.031 0.058 0.005 0.267
H -5.66164 -1.85226 -1.18593 -0.044 0.025 -0.056 0.241
H -4.39494 -1.88899 -2.45206 -0.009 -0.007 0.003 0.264
H -4.80656 -0.35309 -1.62363 0.040 -0.016 0.064 0.275
H -5.25902 -2.11554 1.62827 -0.017 0.002 0.026 0.243
H -4.78339 -0.42362 1.81689 -0.039 0.059 0.007 0.258
H -3.86145 -1.72055 2.62122 0.093 -0.035 0.106 0.240
C 2.18222 1.74449 -4.72156 0.024 0.029 -0.007 -0.634
C 1.48555 0.63591 -3.98993 -0.110 0.096 -0.012 0.044
C 2.18392 -0.48831 -3.57206 0.034 -0.130 0.077 -0.209
C 1.55497 -1.49710 -2.85838 0.176 -0.003 0.168 -0.187
C 0.21502 -1.35583 -2.55022 -0.094 -0.240 -0.249 -0.326
C -0.52406 -0.27353 -3.01493 -0.062 0.030 -0.284 -0.185
C 0.11623 0.71585 -3.72903 0.103 0.029 -0.023 -0.200
S -0.58157 -2.53461 -1.52766 -0.079 0.417 -0.061 2.393
O 0.01275 -3.81502 -1.72223 -0.261 -0.184 0.177 -0.906
O -2.04193 -2.40298 -1.86812 0.095 0.026 0.062 -1.021
O -0.55563 -2.05471 -0.07815 0.858 -0.052 -0.359 -0.996
H 3.23426 1.79271 -4.44436 0.005 -0.005 0.001 0.223
H 1.72458 2.70562 -4.49236 -0.001 0.002 0.006 0.231
H 2.12564 1.59119 -5.80164 -0.007 -0.001 -0.002 0.222
H 3.24376 -0.56942 -3.77933 0.003 0.003 -0.008 0.220
H 2.10887 -2.35726 -2.50744 -0.012 -0.007 0.010 0.242
H -1.58947 -0.23357 -2.84031 0.020 0.118 0.071 0.231
H -0.44264 1.58143 -4.06018 -0.001 0.002 -0.009 0.223
I 8.73425 -0.59260 0.72654 0.012 0.000 0.004 0.137
C 6.71411 -0.16795 0.40986 -0.007 -0.011 0.001 -0.139
C 5.74841 -0.98503 0.97923 0.025 0.005 0.001 -0.261
C 4.40878 -0.70411 0.75952 -0.027 0.008 -0.046 -0.175
C 4.03912 0.38789 -0.01772 0.073 0.002 0.004 -0.099
C 5.01854 1.20019 -0.57518 -0.036 0.000 0.030 -0.171
C 6.36020 0.92506 -0.36778 0.041 0.012 0.000 -0.260
C 2.60045 0.71864 -0.28336 -0.319 -0.627 0.260 0.747
O 1.76909 -0.19580 0.16688 -0.159 0.396 -0.294 -0.727
O 2.25045 1.71519 -0.86247 0.238 0.643 -0.418 -0.619
H 6.03774 -1.83124 1.58696 -0.001 -0.005 -0.005 0.224
H 3.63894 -1.33166 1.18658 0.002 0.000 0.010 0.237
H 4.70789 2.05162 -1.16604 -0.003 0.006 -0.011 0.240
H 7.12256 1.55672 -0.80240 0.004 -0.001 -0.003 0.225
```
Forces are in eV/Å.

As for the relative energy (zero: lowest compared OMol25 entry of this formula, charge and spin): 1.408 eV. As for the spin multiplicity: 1. The electronic energy comes out at -75572.78661 eV. The calculation puts the lowest unoccupied orbital energy at -0.97 eV.